(1)
Computed, not measured: a cluster of 8 separate species, C23H60Cl2O10PS7 in total, with ωB97M-V/def2-TZVPD.

Last column: Löwdin charge in e.
Element x y z (Å)
C: -4.53 -0.23 -0.08  -0.191
C: -3.64 0.97 0.00  -0.798
Cl: -3.42 1.76 -1.56  0.610
C: -3.04 1.44 1.06  -0.700
Cl: -3.33 0.49 2.53  0.634
P: -1.94 3.05 1.20  0.448
O: -0.60 2.34 0.37  -0.360
C: 0.51 2.44 1.26  -0.242
C: 0.04 2.21 2.71  -0.396
C: 0.58 1.00 3.51  -0.127
C: 0.86 -0.28 2.71  -0.181
C: -0.21 -0.67 1.71  -0.190
C: 0.37 -1.20 0.40  -0.247
O: 0.76 -0.09 -0.41  -0.106
O: -1.34 2.45 2.75  -0.367
H: -4.48 -0.71 -1.04  0.052
H: -4.27 -0.96 0.67  0.037
H: -5.53 0.10 0.13  0.054
H: -2.52 3.65 0.04  -0.050
H: -3.06 3.63 1.93  -0.014
H: -1.25 4.30 1.43  -0.004
H: 0.75 3.51 1.24  0.086
H: 1.41 1.96 0.92  0.106
H: 0.49 3.07 3.23  0.123
H: -0.08 0.82 4.35  0.113
H: 1.52 1.33 3.94  0.067
H: 0.91 -1.10 3.44  0.101
H: 1.86 -0.25 2.28  0.076
H: -0.84 0.16 1.41  0.060
H: -0.86 -1.46 2.07  0.103
H: 1.24 -1.84 0.54  0.107
H: -0.40 -1.74 -0.16  0.107
H: -0.08 0.33 -0.67  0.070
C: 1.96 1.61 -3.60  -0.265
S: 0.31 1.13 -4.14  0.821
O: 0.32 1.07 -5.63  -0.582
C: -0.49 2.67 -3.67  -0.271
H: 2.64 0.80 -3.83  0.048
H: 2.27 2.51 -4.14  0.054
H: 1.95 1.79 -2.53  0.051
H: -0.02 3.50 -4.20  0.055
H: -0.41 2.81 -2.59  0.048
H: -1.54 2.60 -3.95  0.034
C: -9.05 -1.96 -2.38  -0.277
S: -8.49 -1.15 -0.88  0.821
O: -7.03 -1.36 -0.77  -0.535
C: -9.28 -2.30 0.26  -0.276
H: -8.63 -1.42 -3.23  0.049
H: -8.70 -3.00 -2.39  0.055
H: -10.14 -1.93 -2.44  0.048
H: -8.92 -3.31 0.08  0.055
H: -10.37 -2.26 0.13  0.048
H: -9.03 -1.99 1.27  0.050
C: 4.83 0.24 2.25  -0.260
S: 4.90 0.28 4.06  0.810
O: 3.62 0.88 4.53  -0.530
C: 6.15 1.58 4.15  -0.263
H: 4.07 -0.49 1.96  0.035
H: 4.57 1.22 1.86  0.058
H: 5.80 -0.08 1.87  0.049
H: 5.79 2.47 3.63  0.054
H: 7.07 1.22 3.71  0.049
H: 6.31 1.80 5.21  0.047
C: 3.69 -3.13 6.91  -0.259
S: 4.90 -1.89 7.35  0.816
O: 5.65 -1.55 6.11  -0.612
C: 5.95 -2.98 8.32  -0.273
H: 2.95 -2.67 6.26  0.057
H: 4.18 -3.95 6.38  0.061
H: 3.20 -3.50 7.82  0.005
H: 6.29 -3.82 7.70  0.054
H: 5.38 -3.35 9.18  0.043
H: 6.81 -2.41 8.67  0.044
C: 0.30 -5.76 10.35  -0.269
S: 1.53 -4.52 10.78  0.829
O: 2.27 -4.19 9.54  -0.560
C: 2.59 -5.62 11.74  -0.272
H: -0.44 -5.29 9.71  0.053
H: 0.78 -6.59 9.82  0.059
H: -0.18 -6.13 11.26  0.052
H: 2.91 -6.45 11.12  0.058
H: 2.04 -5.99 12.61  0.052
H: 3.45 -5.05 12.07  0.048
C: 1.14 0.68 -11.05  -0.281
S: 2.10 1.31 -9.66  0.789
O: 3.51 0.86 -9.87  -0.566
C: 1.37 0.25 -8.42  -0.277
H: 1.47 1.19 -11.95  0.041
H: 1.31 -0.39 -11.15  0.057
H: 0.08 0.88 -10.89  0.038
H: 1.52 -0.80 -8.70  0.060
H: 0.30 0.47 -8.34  0.054
H: 1.85 0.45 -7.47  0.031
C: -2.77 4.49 -11.18  -0.273
S: -1.76 3.62 -12.39  0.800
O: -1.98 2.17 -12.19  -0.555
C: -0.18 4.02 -11.63  -0.276
H: -3.82 4.33 -11.45  0.048
H: -2.58 4.08 -10.19  0.061
H: -2.54 5.55 -11.21  0.052
H: -0.16 3.65 -10.61  0.053
H: -0.03 5.10 -11.64  0.055
H: 0.60 3.54 -12.21  0.042

Values from the calculation:
Total charge = -1
Energy relative to the best compared isomer or geometry (same formula, charge and spin) = 1.193 eV
HOMO energy = -0.162 Eh

---

(2)
Computed, not measured: a cluster of 2 separate species, C4H5NO in total, with ωB97M-V/def2-TZVPD.

Last column: natural (NBO) charge in e.
Element x y z (Å)
C: -0.35 2.12 -0.26  -0.390
C: -0.79 1.08 0.14  0.319
O: -1.28 -0.03 0.61  -0.496
C: -1.20 -1.16 -0.23  -0.246
H: 0.03 3.05 -0.56  0.234
H: -1.49 -2.01 0.38  0.192
H: -0.18 -1.31 -0.60  0.203
H: -1.88 -1.07 -1.08  0.183
C: 2.40 -0.22 0.56  0.083
N: 1.99 -0.13 -0.50  -0.312
H: 2.74 -0.32 1.55  0.230

Values from the calculation:
Energy relative to the best compared isomer or geometry (same formula, charge and spin) = 3.754 eV
HOMO energy = -0.334 Eh
SMILES = C#COC.C#N

---

(3)
Computed, not measured: a cluster of 2 separate species, C20H31B2BrFN2O11PSi in total, with ωB97M-V/def2-TZVPD.

Last column: natural (NBO) charge in e.
Element x y z (Å)
C: -0.15 5.83 0.44  -0.648
C: -1.06 4.43 0.34  -0.228
Br: -0.49 3.26 -1.21  -0.020
C: -1.09 3.61 1.76  -0.504
C: -0.74 2.00 1.62  0.093
C: 0.79 1.51 1.98  -0.435
P: 2.24 2.66 2.53  2.160
O: 2.82 3.46 1.25  -1.047
O: 1.82 3.78 3.79  -0.973
O: 3.61 1.71 3.13  -0.916
C: 1.13 -0.10 1.86  -0.204
C: -0.04 -1.15 1.37  0.007
C: 0.28 -2.77 1.26  -0.469
C: 1.56 -3.13 0.29  -0.079
O: 2.80 -2.74 1.00  -0.897
Si: 4.23 -3.09 0.04  1.865
C: 5.74 -2.19 0.91  -1.141
C: 4.68 -4.98 0.05  -1.168
C: 4.13 -2.34 -1.75  -1.164
C: -1.55 -0.60 0.97  0.131
N: -2.54 -1.62 0.49  -0.377
C: -3.88 -1.04 0.13  -0.173
B: -5.01 -2.13 -0.46  1.191
O: -5.54 -2.06 -1.84  -0.949
O: -5.43 -3.18 0.53  -0.911
C: -4.20 0.55 0.30  0.261
C: -5.72 1.06 -0.16  -0.884
B: -6.85 0.89 1.03  1.208
O: -8.27 1.20 0.64  -0.921
O: -6.62 0.44 2.41  -0.934
N: -3.27 1.63 0.79  -0.403
C: -1.95 0.98 1.10  0.136
H: -0.72 6.73 -0.04  0.224
H: 0.87 5.60 -0.09  0.252
H: 0.06 6.13 1.57  0.215
H: -2.17 4.79 0.11  0.231
H: -2.21 3.66 2.15  0.255
H: -0.45 4.17 2.57  0.254
H: 2.27 4.66 3.54  0.524
H: 3.18 1.00 3.70  0.485
H: 2.23 -0.46 2.15  0.269
H: 0.53 -3.21 2.33  0.242
H: -0.63 -3.40 0.85  0.254
H: 1.60 -4.32 0.21  0.183
H: 1.46 -2.67 -0.79  0.192
H: 6.74 -2.75 0.62  0.242
H: 5.71 -1.08 0.50  0.245
H: 5.53 -2.21 2.08  0.243
H: 4.17 -5.52 0.96  0.249
H: 5.85 -5.08 0.21  0.249
H: 4.40 -5.45 -0.98  0.244
H: 4.12 -1.16 -1.64  0.261
H: 3.17 -2.70 -2.35  0.240
H: 5.11 -2.64 -2.35  0.260
H: -4.86 -2.57 -2.40  0.515
H: -6.42 -3.34 0.47  0.501
H: -5.63 2.23 -0.36  0.291
H: -6.05 0.60 -1.20  0.278
H: -8.41 0.58 -0.16  0.487
H: -6.81 -0.56 2.39  0.503
O: 3.54 -1.42 -4.77  -0.564
C: 2.68 -0.62 -4.45  0.960
O: 2.56 -0.08 -3.20  -0.478
C: 1.54 0.90 -3.29  -0.135
C: 0.75 0.44 -4.47  0.442
F: 0.21 1.49 -5.12  -0.323
O: 1.72 -0.15 -5.30  -0.480
H: 1.99 1.88 -3.44  0.212
H: 0.94 0.92 -2.37  0.219
H: -0.02 -0.29 -4.23  0.151

Values from the calculation:
Energy relative to the best compared isomer or geometry (same formula, charge and spin) = 8.840 eV
HOMO energy = -0.314 Eh
SMILES = C[C@@H](Br)Cc1c(P(=O)(O)O)cc(CCO[Si](C)(C)C)c2nc(B(O)O)c(CB(O)O)nc12.O=C1OC[C@@H](F)O1

---

(4)
Computed, not measured: the ion C6H12NO with charge -1, with ωB97M-V/def2-TZVPD.

Last column: natural (NBO) charge in e.
Element x y z (Å)
C: -1.31 -1.41 0.05  -0.243
N: -1.12 -0.87 -1.48  -0.667
C: -1.74 0.47 -1.60  0.101
O: -1.19 1.42 -0.77  -0.784
C: -0.14 -1.10 1.00  -0.463
C: 0.73 0.10 1.06  -0.515
C: 2.14 0.14 0.96  -0.176
C: 3.07 1.24 1.16  -0.740
H: -1.75 -2.44 -0.12  0.186
H: -2.28 -1.10 0.61  0.177
H: -0.16 -0.82 -1.71  0.351
H: -1.47 0.64 -2.68  0.128
H: -2.78 0.18 -1.45  0.154
H: -0.50 -1.13 1.99  0.190
H: 0.34 -2.09 1.01  0.189
H: -0.28 1.18 -0.37  0.494
H: 0.20 1.07 0.79  0.133
H: 2.56 -0.76 0.49  0.161
H: 2.91 2.27 1.40  0.171
H: 4.13 1.07 0.77  0.153

Values from the calculation:
Total charge = -1
Energy relative to the best compared isomer or geometry (same formula, charge and spin) = 3.271 eV
HOMO energy = -0.051 Eh

---

(5)
Computed, not measured: a structure of composition C31H47N4OsSbSeSi3, with ωB97M-V/def2-TZVPD.

Last column: Löwdin spin population.
Element x y z (Å)
Os: -1.13 -0.65 -1.09  2.287
C: 3.66 1.19 0.93  0.106
Sb: 1.68 0.28 0.87  0.446
C: 0.96 -0.81 -1.05  0.185
C: 1.42 0.22 -2.01  0.046
C: 1.33 0.13 -3.40  0.016
C: 1.77 1.19 -4.17  0.003
C: 2.28 2.32 -3.54  0.006
C: 2.35 2.34 -2.16  0.011
N: 1.93 1.31 -1.42  0.055
Si: 2.06 -2.39 -1.12  0.021
C: 1.51 -3.44 0.35  0.009
C: 3.85 -1.83 -0.87  0.001
C: 1.98 -3.22 -2.81  0.015
C: 0.16 1.82 1.43  0.064
C: -0.44 2.35 0.17  0.017
C: -0.57 3.73 -0.04  0.003
C: -1.00 4.24 -1.24  0.009
C: -1.33 3.36 -2.27  0.004
C: -1.30 2.02 -1.97  0.030
N: -0.89 1.51 -0.79  0.015
Si: -1.20 0.90 2.47  0.013
C: -1.57 -0.86 1.83  0.061
C: -2.75 1.96 2.38  0.000
C: -0.67 0.58 4.25  0.004
Si: 1.10 3.11 2.56  0.004
C: -0.16 4.17 3.48  0.002
C: 2.26 4.26 1.61  0.000
C: 2.10 2.13 3.83  0.009
H: 4.33 0.57 0.35  0.002
H: 3.99 1.24 1.96  0.000
H: 3.59 2.18 0.50  0.009
H: 0.92 -0.77 -3.85  0.002
H: 1.72 1.14 -5.25  0.000
H: 2.63 3.17 -4.12  0.000
H: 2.76 3.19 -1.63  0.000
H: 2.17 -3.29 1.20  0.003
H: 1.53 -4.51 0.10  0.001
H: 0.49 -3.20 0.65  0.001
H: 4.09 -1.73 0.19  0.001
H: 4.05 -0.88 -1.37  0.000
H: 4.53 -2.57 -1.29  0.000
H: 0.99 -3.22 -3.26  0.008
H: 2.29 -4.26 -2.71  0.002
H: 2.67 -2.73 -3.51  0.000
H: -0.33 4.40 0.78  0.000
H: -1.07 5.31 -1.39  0.001
H: -1.63 3.70 -3.25  0.000
H: -1.62 1.31 -2.73  0.013
H: -2.22 -0.87 0.94  0.017
H: -2.11 -1.41 2.59  0.005
H: -0.65 -1.43 1.63  0.015
H: -3.01 2.25 1.36  0.000
H: -2.63 2.88 2.96  0.000
H: -3.61 1.43 2.80  0.000
H: 0.25 0.00 4.31  0.002
H: -1.46 0.00 4.73  0.000
H: -0.54 1.49 4.83  0.000
H: -0.85 4.71 2.84  0.000
H: 0.39 4.91 4.07  0.000
H: -0.76 3.59 4.19  0.000
H: 1.95 4.48 0.58  0.000
H: 3.28 3.89 1.59  0.000
H: 2.28 5.22 2.14  0.000
H: 1.60 2.13 4.80  0.000
H: 3.07 2.61 3.99  0.000
H: 2.28 1.09 3.56  0.011
N: -4.30 -1.19 -1.33  0.011
C: -5.54 -0.69 -1.29  0.015
C: -5.43 0.66 -1.04  0.004
C: -4.06 0.89 -0.93  0.010
N: -3.37 -0.24 -1.11  0.014
H: -4.02 -2.13 -1.53  0.012
H: -6.41 -1.31 -1.46  0.001
H: -6.22 1.38 -0.92  0.000
H: -3.57 1.83 -0.74  0.000
Se: -1.54 -2.70 -2.24  0.315
C: -1.18 -4.40 -1.43  0.026
C: -0.64 -5.40 -2.23  0.016
C: -0.42 -6.65 -1.69  -0.002
C: -0.73 -6.91 -0.36  0.019
C: -1.30 -5.91 0.42  -0.001
C: -1.53 -4.66 -0.11  0.019
H: -0.39 -5.20 -3.26  0.001
H: 0.00 -7.44 -2.30  0.000
H: -0.54 -7.89 0.06  0.001
H: -1.56 -6.12 1.45  0.000
H: -2.00 -3.89 0.50  0.000

Values from the calculation:
Total charge = +2
Energy relative to the best compared isomer or geometry (same formula, charge and spin) = 0.000 eV
HOMO energy (spin up / spin down) = -0.488 / -0.492 Eh
2S+1 = 5

---

(6)
Computed, not measured: an isolated molecule of C20H41NO4S2, with ωB97M-V/def2-TZVPD.

Last column: natural (NBO) charge in e.
Element x y z (Å)
C: 2.01 4.08 1.00  -0.610
C: 2.85 2.81 1.05  -0.396
C: 3.48 2.48 -0.31  -0.414
C: 3.95 1.04 -0.46  -0.201
N: 2.95 0.09 -1.06  -0.520
C: 1.53 0.37 -0.82  -0.225
C: 0.64 -0.61 -1.60  -0.403
C: -0.72 -0.05 -2.00  -0.392
C: -1.76 -0.10 -0.87  -0.439
C: -2.69 1.10 -0.76  0.529
C: -2.05 2.31 -0.03  -0.121
O: -0.81 2.03 0.58  -0.553
C: -0.86 1.65 1.93  -0.247
O: -3.02 1.48 -2.07  -0.544
C: -4.12 2.36 -2.20  -0.248
O: -3.92 0.71 -0.16  -0.553
C: -3.88 0.33 1.19  -0.103
C: -5.22 -0.32 1.55  -0.086
O: -5.13 -1.70 1.80  -0.521
C: -4.55 -2.03 3.04  -0.067
C: -5.49 -1.79 4.24  -0.650
C: 3.32 -1.23 -0.69  -0.112
S: 2.84 -2.04 0.65  -0.084
S: 4.46 -1.82 -1.84  0.368
C: 4.99 -3.41 -1.19  -0.554
C: 5.87 -4.10 -2.26  -0.408
C: 5.16 -5.29 -2.91  -0.603
H: 1.10 3.93 0.41  0.214
H: 2.58 4.89 0.54  0.200
H: 1.72 4.42 2.00  0.206
H: 3.66 2.96 1.76  0.197
H: 2.28 1.96 1.43  0.198
H: 2.82 2.77 -1.13  0.209
H: 4.37 3.10 -0.41  0.212
H: 4.28 0.67 0.52  0.186
H: 4.82 1.03 -1.12  0.206
H: 1.32 1.37 -1.20  0.206
H: 1.29 0.38 0.25  0.193
H: 0.51 -1.53 -1.04  0.207
H: 1.20 -0.87 -2.50  0.212
H: -0.59 0.97 -2.36  0.207
H: -1.10 -0.65 -2.82  0.214
H: -2.42 -0.96 -1.02  0.225
H: -1.25 -0.27 0.08  0.208
H: -1.87 3.07 -0.78  0.205
H: -2.75 2.73 0.71  0.176
H: 0.11 1.87 2.37  0.195
H: -1.62 2.22 2.48  0.169
H: -1.06 0.58 2.04  0.168
H: -4.02 2.83 -3.18  0.189
H: -4.11 3.14 -1.44  0.164
H: -5.06 1.82 -2.15  0.185
H: -3.09 -0.40 1.36  0.181
H: -3.69 1.19 1.84  0.161
H: -5.87 -0.20 0.68  0.211
H: -5.69 0.20 2.39  0.161
H: -4.30 -3.09 2.97  0.192
H: -3.61 -1.49 3.19  0.154
H: -5.88 -2.73 4.62  0.214
H: -4.95 -1.30 5.05  0.208
H: -6.32 -1.15 3.97  0.216
H: 5.49 -3.27 -0.24  0.232
H: 4.08 -3.99 -1.00  0.235
H: 6.11 -3.39 -3.04  0.204
H: 6.81 -4.40 -1.80  0.211
H: 5.64 -5.57 -3.84  0.211
H: 5.17 -6.16 -2.25  0.206
H: 4.13 -5.02 -3.13  0.207

Values from the calculation:
HOMO energy = -0.310 Eh
SMILES = CCCCN(CCCC[C@@](COC)(OC)OCCOCC)C(=S)SCCC

---

(7)
Computed, not measured: the ion C4H5F3N3O with charge -1, with ωB97M-V/def2-TZVPD.

Last column: natural (NBO) charge in e.
Element x y z (Å)
C: 0.46 0.13 0.38  -0.540
C: -0.02 -1.12 -0.37  -0.221
C: -0.71 0.97 0.17  0.412
C: -3.30 0.02 0.01  1.108
N: -1.47 -1.35 -0.11  -0.627
N: -1.87 0.05 -0.12  -0.406
N: -0.69 2.26 -0.18  -0.139
O: 0.34 3.05 -0.09  -0.660
F: -3.80 1.27 0.07  -0.359
F: -3.87 -0.49 -1.09  -0.322
F: -3.72 -0.56 1.12  -0.321
H: 0.55 -0.22 1.39  0.219
H: 1.30 0.82 0.13  0.252
H: 0.27 -0.89 -1.52  0.093
H: 0.61 -2.04 -0.10  0.178
H: -1.73 2.68 -0.09  0.334

Values from the calculation:
Total charge = -1
Energy relative to the best compared isomer or geometry (same formula, charge and spin) = 0.587 eV
HOMO energy (spin up / spin down) = -0.070 / -0.070 Eh

---

(8)
Computed, not measured: an isolated molecule of C3H6N2O, with ωB97M-V/def2-TZVPD.

Last column: natural (NBO) charge in e.
Element x y z (Å)
O: -1.00 -1.79 -0.45  -0.510
N: -0.32 -1.06 -1.67  -0.359
C: -0.11 -0.35 -0.57  0.422
C: 1.16 0.18 0.09  -0.314
N: 0.34 0.94 1.04  -0.614
C: -0.90 0.67 0.29  -0.307
H: -0.34 -2.48 -0.28  0.487
H: 1.75 0.76 -0.64  0.211
H: 1.82 -0.57 0.54  0.211
H: 0.58 1.92 1.10  0.361
H: -1.25 1.49 -0.35  0.196
H: -1.73 0.30 0.90  0.215

Values from the calculation:
Energy relative to the best compared isomer or geometry (same formula, charge and spin) = 6.472 eV
HOMO energy = -0.302 Eh

---

Electronic energy, record by record: -5713.51353, -285.27662, -5072.04446, -365.65850, -5028.80617, -1938.64955, -694.39496, -302.45527 a.u.